No. 1
A 5-piece molecular cluster, C23H28F24O7S2 overall, computed with wB97M-V/def2-TZVPD.

Summary:
Energy, eV: -125511.9625
Net charge: +1
Expectation value of S²: 0.758
Molar mass, g/mol: 936.6
2S+1: 2
HOMO level (spin up / spin down), eV: -12.402 / -12.399

Last column: Mulliken spin population.
Atoms and positions in Å:
C 5.073 -1.590 -0.589  0.000
C 3.962 -2.714 -0.520  0.000
C 2.646 -2.079 -1.182  0.000
S 3.208 -0.732 -2.468  0.001
O 2.765 0.524 -1.876  0.004
O 2.761 -1.222 -3.834  0.004
C 5.040 -1.040 -2.054  0.001
H 6.088 -1.859 -0.297  0.000
H 4.901 -0.770 0.108  0.000
H 4.054 -3.072 0.506  0.000
H 4.326 -3.563 -1.099  0.000
H 1.996 -1.584 -0.460  0.000
H 2.051 -2.796 -1.747  0.000
H 5.722 -0.284 -2.443  0.000
H 5.186 -1.857 -2.759  0.000
C -1.593 3.943 -4.224  -0.009
C -0.266 4.087 -3.455  0.031
C -0.049 2.683 -2.842  0.129
S -0.453 1.419 -4.084  0.017
O -1.340 0.545 -3.354  0.328
O 0.717 1.016 -4.860  0.207
C -1.488 2.672 -5.068  0.216
H -1.906 4.815 -4.799  0.021
H -2.392 3.728 -3.515  0.003
H -0.311 4.945 -2.784  0.012
H 0.451 4.150 -4.273  0.000
H -0.669 2.434 -1.981  0.000
H 0.942 2.415 -2.478  0.023
H -2.344 2.260 -5.602  -0.002
H -0.767 2.984 -5.823  0.008
C -2.378 -1.987 -0.272  0.000
C -2.396 -3.562 -0.327  0.000
C -1.037 -4.337 -0.593  0.000
F -1.048 -5.650 -0.874  0.000
F -0.050 -3.743 -1.317  0.000
F -2.691 -3.882 0.934  0.000
F -3.283 -3.901 -1.263  0.000
O -1.181 -1.417 0.271  -0.001
C -0.764 -0.222 -0.333  0.004
C -0.032 0.338 0.947  0.001
F 0.695 1.488 0.763  0.000
F -0.823 0.510 2.110  0.000
F 0.132 -0.411 -1.358  0.002
F -1.771 0.489 -0.698  -0.001
H -3.304 -1.596 0.150  0.000
H -2.248 -1.710 -1.318  -0.001
H -0.609 -4.301 0.408  0.000
H 0.615 -0.405 1.412  0.000
C 1.319 -6.411 4.098  0.000
C -0.065 -7.055 3.838  0.000
C -0.868 -6.204 2.819  0.000
F -0.449 -6.682 1.629  0.000
F -2.137 -6.255 2.963  0.000
F 0.116 -8.282 3.291  0.000
F -0.656 -7.175 5.023  0.000
O 1.327 -5.039 4.428  0.000
C 2.236 -4.048 3.868  0.000
C 1.966 -2.648 4.442  0.000
F 2.872 -1.813 4.125  0.000
F 0.903 -2.072 4.055  0.000
F 3.514 -4.432 4.154  0.000
F 2.094 -3.945 2.530  0.000
H 1.977 -6.590 3.247  0.000
H 1.926 -6.976 4.806  0.000
H -0.603 -5.148 2.767  0.000
H 1.975 -2.737 5.529  0.000
C -2.140 6.348 -0.120  0.000
C -1.744 7.825 0.185  0.000
C -2.980 8.686 0.712  0.000
F -2.775 9.984 0.588  0.000
F -4.139 8.403 0.215  0.000
F -0.739 7.867 0.960  0.000
F -1.336 8.428 -0.913  0.000
O -2.542 5.495 0.983  0.000
C -2.303 4.068 0.769  0.000
C -2.816 3.389 2.084  0.000
F -2.054 3.770 3.145  0.000
F -4.053 3.641 2.453  0.000
F -3.002 3.605 -0.362  0.000
F -1.012 3.817 0.674  -0.001
H -1.232 5.975 -0.595  0.000
H -2.977 6.254 -0.812  0.000
H -2.970 8.473 1.781  0.000
H -2.770 2.324 1.855  0.000

***

No. 2
C5H9FO as an isolated structure, computed with wB97M-V/def2-TZVPD.

Summary:
Energy above the lowest of the compared OMol25 structures with the same formula, charge and spin, kcal per mole: 109.0
Energy, eV: -10091.0678
Molar mass, g/mol: 104.1
2S+1: 1
HOMO level, eV: -8.792

Last column: natural (NBO) charge in e.
Atoms and positions in Å:
C -0.604 1.729 0.617  -0.665
C 0.755 0.809 0.427  0.122
C 0.929 -0.626 -1.014  -0.050
C 0.458 -0.715 0.351  -0.351
C -0.914 -1.254 0.020  0.016
H -1.423 1.433 0.014  0.222
H -0.982 1.896 1.790  0.220
H -0.299 2.702 0.079  0.231
H 1.594 1.178 0.987  0.198
H 1.677 -1.562 -1.023  0.119
H 0.321 -0.975 -1.917  0.215
H 1.152 -1.284 1.084  0.231
H -1.556 -0.793 0.863  0.197
H -0.965 -2.434 0.117  0.212
O 1.187 0.697 -1.036  -0.520
F -1.331 -0.800 -1.360  -0.395

***

- molar mass of number 1 (C23H28F24O7S2)?
  936.6 g/mol